(1)
ORCA calculation (ωB97M-V/def2-TZVPD) on 16 unconnected molecules or ions with the total composition C38H112N4O16 in a non-equilibrium geometry.

```
! RIJCOSX wB97M-V def2-TZVPD def2/J DEFGRID3
* xyz 0 1
C -2.704 2.118 4.784
C -3.467 2.609 5.991
O -3.581 4.018 6.127
H -2.967 1.063 4.681
H -1.625 2.215 4.921
H -2.976 2.630 3.857
H -2.890 2.293 6.869
H -4.431 2.107 6.041
H -2.824 4.465 5.743
C -1.841 -2.895 6.873
C -1.290 -1.922 5.859
O -2.423 -1.312 5.208
H -2.306 -3.734 6.350
H -2.631 -2.438 7.465
H -1.051 -3.298 7.511
H -0.677 -2.369 5.075
H -0.698 -1.156 6.372
H -2.325 -1.493 4.247
C -1.190 5.565 -3.848
C -1.818 4.495 -2.975
O -3.173 4.704 -2.626
H -1.255 6.565 -3.416
H -1.822 5.601 -4.740
H -0.179 5.347 -4.183
H -1.259 4.114 -2.121
H -1.767 3.587 -3.596
H -3.770 4.493 -3.347
C -7.045 -2.148 1.867
C -5.537 -1.894 1.997
O -5.284 -0.781 2.840
H -7.193 -3.038 1.253
H -7.431 -1.281 1.330
H -7.542 -2.259 2.827
H -5.120 -1.652 1.012
H -4.979 -2.747 2.393
H -5.086 0.003 2.318
C -4.759 2.080 -0.823
C -4.237 2.561 0.549
O -4.991 1.869 1.534
H -4.213 2.517 -1.658
H -5.825 2.310 -0.816
H -4.654 0.993 -0.844
H -4.331 3.647 0.497
H -3.206 2.237 0.701
H -5.726 2.414 1.832
C -3.594 -0.517 -4.613
C -3.515 0.068 -6.012
O -4.473 -0.517 -6.866
H -4.556 -0.302 -4.146
H -2.787 -0.190 -3.956
H -3.536 -1.608 -4.636
H -2.505 -0.008 -6.434
H -3.639 1.154 -5.899
H -4.169 -0.385 -7.767
C -3.443 -3.109 -1.555
C -4.888 -2.864 -1.950
O -5.101 -3.288 -3.286
H -2.731 -2.827 -2.327
H -3.242 -4.131 -1.224
H -3.198 -2.535 -0.654
H -5.027 -1.781 -1.881
H -5.619 -3.269 -1.244
H -4.986 -4.242 -3.327
C -0.101 -4.709 2.729
C -0.388 -4.815 1.239
O -1.616 -4.112 1.019
H -0.029 -3.707 3.144
H 0.809 -5.246 3.015
H -0.900 -5.211 3.285
H -0.515 -5.868 0.979
H 0.462 -4.394 0.706
H -2.287 -4.557 1.548
C 1.581 4.003 -2.111
C 2.893 3.528 -1.502
O 3.738 3.095 -2.566
H 1.072 3.226 -2.687
H 1.786 4.857 -2.759
H 0.825 4.258 -1.364
H 2.713 2.680 -0.840
H 3.331 4.347 -0.926
H 4.014 3.895 -3.026
C 1.817 1.611 5.224
C 1.753 1.399 6.734
O 2.929 1.931 7.337
H 1.843 2.686 5.046
H 0.857 1.210 4.883
H 2.675 1.116 4.778
H 1.769 0.327 6.952
H 0.851 1.865 7.134
H 3.480 1.242 7.705
C -0.343 4.561 2.129
C -0.094 3.061 2.110
O 0.759 2.751 1.018
H -1.211 4.821 2.745
H -0.499 4.900 1.108
H 0.428 5.115 2.670
H -1.055 2.554 1.971
H 0.370 2.663 3.018
H 0.407 1.926 0.638
C 8.221 1.659 0.865
C 7.110 0.725 0.343
C 5.803 1.101 1.052
O 4.797 0.148 0.749
C 3.610 0.444 1.489
N 7.039 0.975 -1.108
H 9.205 1.288 0.568
H 8.286 1.556 1.953
H 8.162 2.701 0.559
H 7.331 -0.317 0.562
H 5.534 2.132 0.789
H 5.887 1.114 2.148
H 2.867 -0.280 1.161
H 3.167 1.434 1.338
H 3.899 0.372 2.541
H 6.776 1.945 -1.262
H 6.206 0.480 -1.432
C 1.256 -2.402 -1.918
C 1.852 -3.798 -2.149
C 1.162 -4.590 -3.241
O -0.214 -4.850 -2.944
C -0.451 -5.860 -1.997
N 3.244 -3.660 -2.654
H 0.218 -2.564 -1.603
H 1.222 -1.717 -2.770
H 1.776 -1.838 -1.140
H 1.742 -4.265 -1.169
H 1.614 -5.578 -3.383
H 1.175 -4.079 -4.205
H 0.249 -5.811 -1.163
H -0.288 -6.870 -2.401
H -1.494 -5.854 -1.687
H 3.612 -2.828 -2.203
H 3.209 -3.438 -3.642
C -0.142 -0.543 2.551
C -1.581 -0.437 2.062
C -1.679 -0.259 0.544
O -0.841 0.771 0.035
C -0.568 0.676 -1.354
N -2.288 -1.675 2.358
H -0.027 -0.547 3.631
H 0.527 0.191 2.097
H 0.282 -1.488 2.191
H -2.025 0.402 2.604
H -2.690 -0.146 0.138
H -1.247 -1.178 0.121
H -1.466 0.775 -1.973
H -0.123 -0.296 -1.569
H 0.088 1.468 -1.711
H -3.263 -1.655 2.073
H -1.903 -2.469 1.831
C 3.622 0.078 -5.198
C 4.162 -0.274 -3.804
C 5.616 0.160 -3.657
O 6.494 -0.705 -4.317
C 7.786 -0.207 -4.466
N 3.322 0.253 -2.745
H 2.751 -0.492 -5.520
H 4.369 -0.159 -5.965
H 3.506 1.165 -5.244
H 4.148 -1.371 -3.834
H 5.873 0.277 -2.598
H 5.645 1.193 -4.039
H 7.822 0.717 -5.058
H 8.392 -0.967 -4.956
H 8.253 0.038 -3.503
H 2.347 0.176 -3.012
H 3.521 1.256 -2.678
O 0.227 -0.389 -4.384
H -0.230 -1.002 -4.970
H 0.523 0.326 -4.960
*
```

The calculation puts the total energy at -2937.61050 Ha. Its HOMO energy is -8.894 eV. The value obtained for the max |F| is 2.3 eV/A. The frontier orbital gap is 8.960 eV.

These are the Mulliken partial charges, in e, on atoms 1 to 5:
1. C -0.15
2. C -0.52
3. O -0.58
4. H 0.05
5. H 0.13

(2)
ORCA calculation (ωB97M-V/def2-TZVPD) on 2 unconnected molecules or ions with the total composition C21H18O5S2 in a non-equilibrium geometry.

```
! RIJCOSX wB97M-V def2-TZVPD def2/J DEFGRID3
* xyz 0 1
C 1.244 -1.632 0.634
C 2.522 -1.065 0.747
C 3.377 -0.994 -0.400
C 4.654 -0.428 -0.305
C 5.121 0.101 0.938
C 4.321 -0.002 2.069
C 3.048 -0.546 1.961
C 0.513 -2.178 1.710
C -0.132 -3.435 1.467
C -0.731 -4.177 2.491
C -0.852 -3.618 3.785
C -0.361 -2.333 4.013
C 0.325 -1.639 3.006
H 0.979 -2.000 -0.360
H 3.005 -1.364 -1.365
H 5.271 -0.369 -1.201
H 6.125 0.518 1.035
H 4.675 0.358 3.029
H 2.405 -0.525 2.806
H -0.127 -3.807 0.431
H -1.137 -5.165 2.283
H -1.286 -4.199 4.596
H -0.527 -1.855 4.980
H 0.658 -0.648 3.227
C 0.596 1.839 1.222
O -0.646 1.193 0.574
C -0.756 0.620 -0.595
S -2.419 -0.069 -1.029
O -2.312 -1.488 -1.333
O -3.433 0.422 -0.130
C -2.558 0.790 -2.589
C -1.429 1.456 -3.051
C -1.509 2.202 -4.232
C -2.730 2.338 -4.888
C -3.848 1.666 -4.431
C -3.757 0.852 -3.307
S 0.042 1.339 -2.033
O 0.519 2.677 -1.729
O 0.932 0.348 -2.647
H 0.192 2.650 1.845
H 1.113 1.041 1.794
H 1.271 2.263 0.490
H -0.593 2.676 -4.595
H -2.785 2.963 -5.777
H -4.798 1.743 -4.955
H -4.606 0.263 -2.944
*
```

The calculation puts the total energy at -1983.37378 Ha. Its HOMO energy is -6.391 eV. The value obtained for the max |F| is 3.5 eV/A. The frontier orbital gap is 4.076 eV.

These are the Mulliken partial charges, in e, on atoms 1 to 5:
1. C -0.88
2. C 1.31
3. C -0.47
4. C -0.72
5. C -0.33

(3)
ORCA calculation (ωB97M-V/def2-TZVPD) on C17H21NO4 in the gas phase in a non-equilibrium geometry.

```
! RIJCOSX wB97M-V def2-TZVPD def2/J DEFGRID3
* xyz 0 1
C 2.215 1.080 -4.243
H 3.171 1.605 -4.145
O 2.122 0.000 -3.349
C 2.201 0.255 -2.015
C 2.341 1.511 -1.448
C 2.409 1.659 -0.070
C 2.344 0.552 0.748
C 2.206 -0.715 0.195
C 2.129 -0.881 -1.176
O 2.012 -2.074 -1.833
C 1.623 -3.227 -1.116
C 0.185 -3.179 -0.702
C -0.892 -3.930 -1.082
C -2.007 -3.401 -0.397
C -1.537 -2.352 0.349
O -0.201 -2.222 0.164
C -2.244 -1.407 1.233
O -3.427 -1.517 1.494
N -1.445 -0.433 1.729
H -0.494 -0.371 1.399
C -1.958 0.645 2.536
H -2.904 0.294 2.954
H -1.255 0.843 3.351
C -2.201 1.932 1.733
C -2.889 2.964 2.622
H -3.833 2.577 2.997
H -3.087 3.875 2.063
H -2.257 3.213 3.472
C -0.893 2.489 1.177
H -0.195 2.698 1.986
H -1.077 3.416 0.639
H -0.423 1.790 0.489
H -2.865 1.684 0.898
H -3.024 -3.733 -0.443
H -0.886 -4.757 -1.762
H 1.761 -4.054 -1.816
H 2.274 -3.388 -0.245
H 2.157 -1.567 0.855
H 2.400 0.659 1.820
H 2.511 2.646 0.353
H 2.392 2.388 -2.073
H 2.146 0.643 -5.238
H 1.394 1.792 -4.104
*
```

As for the structure (SMILES): COc1ccccc1OCc1ccc(C(=O)NCC(C)C)o1. The calculation puts the total energy at -1016.09294 Ha. Its HOMO energy is -8.270 eV. The value obtained for the max |F| is 1.3 eV/A. The frontier orbital gap is 9.033 eV.

These are the Mulliken partial charges, in e, on atoms 1 to 5:
1. C -0.96
2. H 0.38
3. O -0.40
4. C 0.73
5. C -0.44